{"formula": "C5H14N3", "method": "ωB97M-V/def2-TZVPD", "energy_ha": -362.81260, "fmax_ev_per_a": 5.55, "homo_lumo_gap_ev": 9.157, "de_lowest_kcal_mol": 104.5, "total_charge": 1, "lumo_energy_ev": -3.4, "species": ["C", "C", "C", "C", "C", "N", "N", "N", "H", "H", "H", "H", "H", "H", "H", "H", "H", "H", "H", "H", "H", "H"], "coordinates": [[-0.7114, -1.4546, -1.0787], [-1.0822, -1.0967, -2.5359], [0.7675, 0.8611, -0.1654], [-0.6156, 1.3469, 1.6543], [-1.5014, -1.7565, -0.0461], [0.6898, -1.1764, -0.7502], [1.6102, 0.7506, 2.0492], [0.6361, 0.9236, 1.1461], [-0.5367, -0.1256, -2.6889], [-0.4902, -1.7974, -3.1976], [-2.2005, -1.0779, -2.6055], [1.8495, 0.9197, -0.5595], [1.3631, -1.2248, -1.5377], [-0.0641, 1.0463, -0.7232], [-0.4325, 2.0182, 2.4312], [-1.4014, 1.5697, 0.9374], [-1.0154, 0.3828, 2.1746], [-2.5554, -2.0695, -0.0394], [-1.0270, -1.7981, 0.9863], [0.8817, -1.6590, 0.1168], [1.8774, 1.6136, 2.6459], [2.5610, 0.5192, 1.6962]], "mulliken_charge": [0.771, -1.032, -0.428, -0.720, -1.067, -0.497, -0.918, 0.642, 0.296, 0.330, 0.330, 0.335, 0.334, 0.387, 0.299, 0.274, 0.301, 0.320, 0.172, 0.294, 0.292, 0.285]}

---

{"formula": "C5H14N3", "method": "ωB97M-V/def2-TZVPD", "energy_ha": -362.81708, "fmax_ev_per_a": 5.05, "homo_lumo_gap_ev": [7.323, 7.325], "de_lowest_kcal_mol": 101.7, "total_charge": 1, "lumo_energy_ev": [-5.3, -5.3], "species": ["C", "C", "C", "C", "C", "N", "N", "N", "H", "H", "H", "H", "H", "H", "H", "H", "H", "H", "H", "H", "H", "H"], "coordinates": [[-0.3783, -0.9717, 1.2359], [1.2669, -2.4939, -0.8315], [0.3399, 2.5669, -0.1066], [-1.8139, 1.3340, -0.3455], [0.8648, -0.5519, 0.6877], [-1.1303, -1.8932, 0.8360], [1.6492, -1.2366, -0.1198], [-0.3451, 1.3896, -0.5307], [-0.7344, -0.4038, 2.0942], [0.8552, -3.1672, -0.1295], [0.4383, -2.2017, -1.4640], [2.1951, -2.8564, -1.4616], [1.4027, 2.4174, -0.1970], [0.0807, 3.3787, -0.8062], [0.0270, 2.9627, 0.7570], [-2.0416, 0.3537, -0.7897], [-2.1791, 1.5546, 0.6342], [-2.5050, 2.0613, -1.0822], [1.3078, 0.1698, 1.3039], [-1.9496, -2.1424, 1.3901], [2.6745, -1.0734, 0.2191], [-0.0249, 0.8037, -1.2935]], "mulliken_charge": [-0.067, -0.747, -1.078, -0.952, -0.275, -0.484, -0.112, -0.135, 0.442, 0.331, 0.287, 0.299, 0.359, 0.370, 0.386, 0.337, 0.325, 0.271, 0.468, 0.295, 0.366, 0.314]}

---

{"formula": "C5H14N3", "method": "ωB97M-V/def2-TZVPD", "energy_ha": -362.63843, "fmax_ev_per_a": 7.68, "homo_lumo_gap_ev": 4.470, "de_lowest_kcal_mol": 213.8, "total_charge": 1, "lumo_energy_ev": -8.7, "species": ["C", "C", "C", "C", "N", "C", "N", "N", "H", "H", "H", "H", "H", "H", "H", "H", "H", "H", "H", "H", "H", "H"], "coordinates": [[-3.1654, -0.8970, 0.5769], [-1.7479, -0.6872, 0.6382], [-0.8668, -1.4834, 1.3438], [0.6485, 0.8499, -0.9658], [3.5854, -0.3844, 0.9689], [2.5547, 0.2053, 0.4302], [1.4958, -0.2909, -0.3501], [-1.7585, 2.0483, -1.9743], [-3.4575, -1.1863, -0.4385], [-3.4636, -1.7230, 1.2281], [-3.5518, 0.0408, 0.9443], [-1.3059, 0.1693, 0.0979], [-1.2974, -2.2316, 2.0707], [0.1923, -1.3842, 1.1590], [1.4190, 1.3551, -1.7013], [0.4050, 1.5319, -0.0708], [3.9528, -1.2328, 0.5064], [2.3196, 1.2306, 0.8636], [1.7556, -1.0570, -0.9673], [-0.7711, 1.9888, -1.6204], [-1.7679, 2.0405, -3.0055], [-2.2267, 2.9224, -1.7177]], "mulliken_charge": [-0.997, 0.369, -0.603, -0.730, -0.471, 0.169, -0.166, -0.582, 0.272, 0.350, 0.277, 0.106, 0.258, 0.230, 0.397, 0.550, 0.263, 0.285, 0.288, 0.202, 0.272, 0.260]}

---

{"formula": "C5H14N3", "method": "ωB97M-V/def2-TZVPD", "energy_ha": -362.92225, "fmax_ev_per_a": 4.06, "homo_lumo_gap_ev": 10.283, "de_lowest_kcal_mol": 35.7, "total_charge": 1, "lumo_energy_ev": -3.3, "species": ["C", "C", "C", "C", "C", "N", "N", "N", "H", "H", "H", "H", "H", "H", "H", "H", "H", "H", "H", "H", "H", "H"], "coordinates": [[0.6284, -1.1719, -1.0356], [1.2577, 0.1078, -1.4980], [0.4045, 0.4829, 0.5570], [0.4042, 1.0818, 1.9188], [-0.7882, -1.6864, 0.9285], [0.2014, -0.8274, 0.3306], [-1.5333, 1.1099, -0.8856], [1.2844, 0.8853, -0.2945], [-0.3050, -1.5218, -1.5841], [1.3267, -2.0280, -0.9751], [2.2315, -0.0389, -1.8738], [0.6299, 0.6163, -2.2048], [0.0771, 2.1086, 1.8390], [1.5158, 1.1166, 2.2164], [-0.3220, 0.5477, 2.5798], [-0.6248, -1.7899, 2.0079], [-1.8422, -1.3842, 0.6369], [-0.7151, -2.6016, 0.4092], [-1.7649, 0.4815, -1.6232], [-1.8374, 0.6890, -0.0186], [1.6982, 1.8116, -0.4749], [-1.9268, 2.0113, -0.9558]], "mulliken_charge": [-0.572, -0.671, 0.470, -1.252, -0.982, 0.198, -0.604, -0.139, 0.363, 0.396, 0.371, 0.337, 0.381, 0.311, 0.339, 0.361, 0.319, 0.434, 0.226, 0.228, 0.292, 0.193]}